Entry 1:
Here is 2 unconnected molecules or ions with the total composition C28H39IN2O7S from the OMol25 dataset. Energies are from ωB97M-V with the def2-TZVPD basis set.

SMILES: CCC(=O)OCCc1ccc2c(c1)N(OCCNC[C@@H](C)O)c1c(cccc1[C@H](I)CC)S2.COC(=O)OC
Lowest unoccupied orbital energy in eV: 0.312
HOMO level in eV: -7.93
Orbital gap in eV: 8.24
Net charge: 0

The geometry in XYZ format:
```
78
Properties=species:S:1:pos:R:3:forces:R:3:mulliken_charge:R:1
C 5.1284 -1.7133 2.2361 0.31 0.05 -0.57 -0.82
C 5.1180 -2.8226 1.1091 -0.76 0.15 -0.34 -0.48
C 3.6854 -2.8786 0.4530 0.85 -0.05 -0.06 0.63
O 2.7101 -3.2625 1.0348 0.62 0.25 -0.24 -0.50
O 3.6076 -2.4035 -0.8758 -0.12 0.23 1.33 -0.48
C 3.1037 -1.0400 -0.7592 0.42 0.57 -0.14 0.36
C 3.0361 -0.3582 -2.1743 -0.14 0.58 0.03 -0.79
C 1.6153 0.1309 -2.5829 -1.52 0.17 -0.79 0.14
C 1.1519 0.0624 -3.9747 -1.42 0.64 0.97 -0.87
C -0.2011 0.4997 -4.3684 0.92 0.22 2.52 -0.64
C -1.0589 1.0035 -3.3075 0.81 -0.38 1.10 0.75
C -0.6138 1.0911 -1.8988 1.57 -0.67 -2.06 -0.84
C 0.7301 0.6677 -1.5542 -0.65 -0.04 -1.85 0.69
N -1.4935 1.6069 -0.8710 -0.63 -1.95 -0.69 1.42
O -1.6261 3.0022 -0.9591 0.81 0.78 0.85 -0.46
C -0.9674 3.5006 0.2487 0.39 0.04 0.01 0.46
C -0.1387 4.8100 -0.0167 -0.72 -0.74 0.04 -1.06
N 1.2639 4.4301 -0.3035 -0.26 0.98 0.52 -0.28
C 2.1188 4.3732 0.9051 1.35 -0.26 -0.61 -0.49
C 3.0604 3.0858 0.8578 0.44 0.65 1.22 0.35
C 4.4657 3.3486 1.5294 0.58 -0.01 -0.04 -1.25
O 2.4244 2.0038 1.5881 0.33 0.53 -0.47 -0.40
C -2.7869 0.9522 -0.8513 -2.77 -1.14 0.04 -0.57
C -3.5933 0.8472 -2.0930 0.65 -0.31 1.30 0.80
C -4.9005 0.2216 -2.1646 1.02 0.16 1.82 -0.62
C -5.4513 -0.3343 -0.9382 2.00 1.17 -0.13 -0.92
C -4.6797 -0.2644 0.3079 0.17 0.61 -1.59 -0.83
C -3.3482 0.3688 0.3945 -0.82 -0.34 -1.66 0.43
C -2.6047 0.3856 1.7748 -1.37 -0.09 -0.06 -0.14
I -0.5383 -0.3544 1.6276 -0.69 0.28 0.15 0.15
C -3.2967 -0.5232 2.8723 0.67 -0.06 0.25 -0.59
C -4.3881 0.2227 3.7376 -0.02 -1.14 0.17 -1.25
S -2.7875 1.5465 -3.5844 0.36 -0.96 0.60 -0.39
H 6.0631 -1.8029 2.8501 -1.00 -0.05 -0.38 0.35
H 4.2008 -1.8028 2.8519 0.91 0.09 -0.33 0.25
H 5.1681 -0.6869 1.7708 -0.21 -1.02 0.46 0.15
H 5.8695 -2.6055 0.3124 -0.56 -0.24 0.71 0.30
H 5.2927 -3.8403 1.5417 -0.07 0.91 -0.30 0.34
H 3.8488 -0.4733 -0.1265 -0.84 -0.43 -0.52 -0.18
H 2.1303 -1.0713 -0.2085 0.67 0.10 -0.67 0.19
H 3.6884 0.5609 -2.1184 -0.55 -0.87 -0.13 0.30
H 3.4975 -1.0154 -2.9619 -0.60 0.48 0.84 0.37
H 1.7923 -0.3553 -4.7937 -0.49 0.41 1.07 0.32
H -0.5535 0.4474 -5.4286 0.38 0.00 1.21 0.35
H 1.0879 0.7520 -0.5016 -0.46 0.03 -1.05 -0.23
H -0.2321 2.6999 0.5419 -0.77 0.91 0.05 -0.13
H -1.7631 3.6110 1.0331 0.73 0.11 -0.53 0.22
H -0.2372 5.4455 0.9144 0.12 -0.31 -1.03 0.30
H -0.5515 5.3328 -0.9182 0.22 -0.33 0.94 0.43
H 1.6728 5.1483 -0.9094 -0.33 -0.49 0.20 0.27
H 2.8001 5.2720 0.8963 -0.63 -0.73 0.24 0.33
H 1.5343 4.3994 1.8650 0.43 -0.20 -0.92 0.21
H 3.2581 2.7565 -0.1989 -0.69 0.29 1.00 0.08
H 5.2575 2.7075 1.0519 -0.80 0.51 0.44 0.28
H 4.8257 4.4082 1.4388 -0.46 -0.88 -0.04 0.35
H 4.4927 3.0920 2.6282 -0.30 0.28 -1.05 0.29
H 2.4437 2.2963 2.5177 -0.14 -0.36 -0.50 0.33
H -5.4601 0.1786 -3.1298 0.65 0.02 0.99 0.37
H -6.4676 -0.7938 -0.9809 1.08 0.38 0.27 0.37
H -5.1890 -0.7044 1.2017 0.81 0.55 -0.86 0.22
H -2.6347 1.4402 2.1731 0.65 -1.02 -0.51 0.23
H -2.4697 -0.8485 3.5652 -0.98 0.33 -0.62 0.42
H -3.6776 -1.4830 2.4199 0.36 1.10 0.33 0.42
H -5.1712 -0.5438 4.0081 0.60 0.91 -0.27 0.32
H -3.9285 0.5232 4.7194 -0.52 0.15 -1.10 0.36
H -4.8911 1.0676 3.2075 0.52 -0.60 0.49 0.34
C -4.1968 -4.7728 -1.5698 -0.33 -0.03 -0.02 -0.58
O -2.8132 -4.5177 -1.7974 0.09 -0.02 0.07 -0.33
C -2.0372 -4.6950 -0.7190 0.23 0.13 -0.09 0.82
O -2.4135 -5.0384 0.3732 -0.03 0.03 -0.18 -0.57
O -0.7772 -4.4231 -1.0675 -0.34 -0.10 -0.03 -0.31
C 0.1725 -4.5689 -0.0080 0.32 -0.04 0.18 -0.46
H -4.7222 -4.5976 -2.5074 0.26 0.05 -0.04 0.22
H -4.3537 -5.8105 -1.2720 0.03 0.11 0.13 0.30
H -4.5950 -4.0919 -0.8160 0.07 -0.13 0.06 0.23
H 0.1935 -5.5990 0.3516 -0.16 0.09 0.06 0.33
H -0.0521 -3.8808 0.8072 -0.05 -0.12 -0.02 0.23
H 1.1524 -4.3221 -0.4065 -0.23 0.07 -0.20 0.09
```
Forces are in eV/Å.

---

Entry 2:
Here is C2H3NS in the gas phase from the OMol25 dataset. Energies are from ωB97M-V with the def2-TZVPD basis set.

Lowest unoccupied orbital energy (alpha / beta) in eV: 0.426 / -3.315
<S²>: 2.007
HOMO level (alpha / beta) in eV: -4.80 / -9.23
Orbital gap (alpha / beta) in eV: 5.23 / 5.91
2S+1: 3
Net charge: 0
ΔE to the lowest compared entry with this formula, charge and spin in kcal/mol: 93.6

The geometry in XYZ format:
```
7
Properties=species:S:1:pos:R:3:forces:R:3:mulliken_spin:R:1
C -0.1470 0.2933 -0.6005 -2.59 3.47 8.00 0.41
C -0.0587 0.0497 0.7602 -0.37 0.64 2.34 0.01
N 0.2537 -0.3310 -1.5581 3.21 -4.37 -10.52 0.71
S -0.9659 1.5657 0.1576 -0.09 0.01 -0.49 0.82
H 0.8398 0.2760 1.3266 0.39 0.09 0.32 0.03
H -0.6981 -0.6820 1.2466 -0.38 -0.03 0.35 0.02
H 0.7762 -1.1717 -1.3324 -0.17 0.19 0.00 -0.01
```
Forces are in eV/Å.

---

Entry 3:
Here is a molecular structure, C40H38N5O3RuS3 from the OMol25 dataset. Energies are from ωB97M-V with the def2-TZVPD basis set.

Lowest unoccupied orbital energy (alpha / beta) in eV: -0.406 / -0.438
<S²>: 0.757
HOMO level (alpha / beta) in eV: -7.35 / -7.29
Orbital gap (alpha / beta) in eV: 6.94 / 6.85
2S+1: 2
Net charge: 0
ΔE to the lowest compared entry with this formula, charge and spin in kcal/mol: 0.0

The geometry in XYZ format:
```
90
Properties=species:S:1:pos:R:3:forces:R:3:mulliken_spin:R:1
Ru 1.1336 -0.4162 -0.9695 -0.27 0.05 0.39 0.93
C 0.1599 -5.0869 5.6900 -0.02 -0.02 0.01 0.00
C 0.2018 -3.8541 4.8338 0.00 0.00 -0.02 0.00
C -0.1502 -2.6116 5.3464 0.00 0.05 -0.01 0.00
C -0.1057 -1.4734 4.5561 0.04 -0.01 -0.04 0.00
C 0.2907 -1.5780 3.2315 -0.01 0.02 0.01 0.00
C 0.6496 -2.8070 2.7022 0.00 0.03 -0.05 0.00
C 0.6038 -3.9331 3.5032 0.01 0.00 0.00 0.00
S 0.2544 -0.1117 2.2293 -0.29 -0.01 0.04 0.01
O 0.5284 0.9902 3.1201 0.00 -0.03 0.03 0.00
O -1.0089 -0.0868 1.5351 -0.01 -0.02 0.06 0.00
N 1.4139 -0.2754 1.1123 0.41 -0.12 -0.08 0.00
C 2.7510 -0.2593 1.5598 -0.04 0.04 -0.17 0.00
C 3.1947 -0.2312 2.8640 0.02 0.01 0.03 0.01
C 4.5707 -0.2429 3.1685 0.12 0.00 -0.22 -0.01
C 5.5254 -0.2717 2.1906 -0.14 -0.01 0.04 0.01
C 5.1153 -0.2979 0.8365 0.22 0.03 0.01 0.00
C 6.0248 -0.3200 -0.2493 -0.12 0.00 0.00 0.00
C 5.5682 -0.3503 -1.5381 -0.17 0.01 0.20 0.00
C 4.1790 -0.3699 -1.7577 0.02 -0.03 0.36 0.00
N 3.3080 -0.3371 -0.7626 0.37 -0.20 -0.46 0.01
C 3.7448 -0.2999 0.5342 -0.25 0.07 -0.17 0.00
H -0.2318 -4.8662 6.6808 -0.01 0.00 0.04 0.00
H 1.1560 -5.5136 5.8082 0.04 -0.02 0.00 0.00
H -0.4714 -5.8524 5.2384 -0.02 -0.03 -0.01 0.00
H -0.4598 -2.5311 6.3804 -0.02 0.01 0.04 0.00
H -0.3639 -0.5065 4.9610 -0.03 0.08 0.03 0.00
H 0.9600 -2.8766 1.6712 0.01 -0.01 -0.08 0.00
H 0.8858 -4.8923 3.0879 0.01 -0.04 -0.02 0.00
H 2.4957 -0.1748 3.6823 -0.01 0.00 0.00 0.00
H 4.8620 -0.2208 4.2084 0.03 0.00 0.07 0.00
H 6.5801 -0.2727 2.4282 0.04 0.00 0.01 0.00
H 7.0861 -0.3184 -0.0379 0.06 0.00 0.02 0.00
H 6.2355 -0.3776 -2.3860 0.04 0.01 -0.02 0.00
H 3.7843 -0.4424 -2.7646 -0.07 0.00 0.03 -0.01
C -3.8297 1.9072 1.1665 0.04 -0.02 0.02 0.00
C -4.4333 2.0873 -0.1950 -0.04 0.02 0.03 0.00
C -5.8133 2.1289 -0.3713 0.00 -0.02 0.02 0.00
C -6.3815 2.3328 -1.6181 0.03 0.00 -0.03 0.00
C -5.5739 2.4993 -2.7332 0.02 -0.02 0.07 0.00
C -4.1984 2.4478 -2.5834 -0.02 -0.03 0.02 0.00
C -3.6367 2.2480 -1.3285 -0.01 0.03 -0.10 0.00
N -2.2150 2.2044 -1.2171 0.22 0.02 0.04 0.01
C -1.4907 1.0544 -1.1751 -0.11 -0.07 -0.32 0.06
N -2.1960 -0.0791 -1.2983 0.02 0.15 0.17 0.02
C -1.7618 -1.3961 -1.0263 0.02 -0.14 -0.14 0.01
C -0.4133 -1.6928 -0.9080 0.08 0.08 -0.06 0.00
C -0.0611 -3.0258 -0.7309 0.00 -0.07 0.13 -0.06
C -1.0211 -4.0210 -0.6043 0.05 0.06 -0.03 0.00
C -2.3620 -3.6880 -0.6905 0.02 0.01 0.00 0.00
C -2.7535 -2.3757 -0.9155 0.06 0.08 0.00 0.00
C -4.2098 -2.0182 -1.0321 -0.03 -0.01 0.00 0.00
N -0.1738 1.0837 -1.0827 -0.13 -0.01 0.08 -0.02
C 0.4375 2.3153 -0.6555 -0.03 0.02 0.02 -0.03
C 0.1293 2.8261 0.6052 0.02 0.01 -0.06 0.00
C 0.7352 3.9784 1.0700 0.03 0.00 -0.04 0.00
C 1.6640 4.6317 0.2740 -0.02 -0.04 -0.02 0.00
C 1.9682 4.1246 -0.9786 0.02 0.06 0.08 0.00
C 1.3667 2.9702 -1.4702 -0.03 -0.01 0.00 0.00
C 1.7049 2.4879 -2.8472 0.05 -0.29 -0.02 0.02
H -4.5957 1.6258 1.8858 -0.02 -0.01 0.04 0.00
H -3.3767 2.8398 1.5078 0.03 0.03 0.01 0.00
H -3.0450 1.1504 1.1817 0.00 -0.04 0.00 0.00
H -6.4495 2.0019 0.4939 -0.05 0.00 0.05 0.00
H -7.4570 2.3600 -1.7185 -0.06 0.01 -0.01 0.00
H -6.0074 2.6576 -3.7087 -0.04 0.01 -0.08 0.00
H -3.5410 2.5537 -3.4349 0.04 0.01 -0.06 0.00
H -1.6957 3.0684 -1.1794 -0.01 -0.06 0.01 0.00
H -3.1940 0.0523 -1.3836 0.12 -0.03 -0.03 0.00
H 0.9951 -3.2973 -0.7019 -0.09 0.02 0.00 0.00
H -0.7241 -5.0504 -0.4572 0.02 -0.04 0.00 0.00
H -3.1210 -4.4532 -0.6013 -0.04 -0.05 0.01 0.00
H -4.8305 -2.9056 -0.9268 0.00 -0.01 0.00 0.00
H -4.4466 -1.5713 -2.0015 -0.01 0.01 -0.05 0.00
H -4.5166 -1.3104 -0.2574 -0.01 0.04 0.04 0.00
H -0.5710 2.2939 1.2296 -0.07 -0.01 0.01 0.00
H 0.4987 4.3439 2.0589 -0.01 0.02 0.05 0.00
H 2.1531 5.5283 0.6276 0.03 0.04 0.02 0.00
H 2.6923 4.6335 -1.6017 0.03 0.02 -0.02 0.00
H 2.5794 3.0089 -3.2315 0.02 0.06 -0.02 0.00
H 0.8743 2.6485 -3.5367 0.01 0.04 0.10 0.00
H 1.9149 1.4123 -2.8715 -0.01 0.33 0.12 0.00
C 0.7874 1.3893 -5.8037 -0.01 -0.06 -0.14 0.00
O 0.6635 0.4472 -4.7442 0.02 -0.01 0.16 0.00
C 1.6874 -0.3660 -4.4717 -0.19 -0.30 -0.01 0.01
S 3.0656 -0.4316 -5.3708 0.00 0.04 0.05 0.01
S 1.3029 -1.4495 -3.1484 0.04 0.18 -0.05 -0.01
H 0.0062 2.1244 -5.6244 -0.01 0.01 -0.07 0.00
H 0.6229 0.8830 -6.7554 0.08 0.07 -0.03 0.00
H 1.7756 1.8504 -5.8029 -0.08 0.00 -0.02 0.00
```
Forces are in eV/Å.

---

Entry 4:
Here is a molecular structure, C10H26N2O3Tl from the OMol25 dataset. Energies are from ωB97M-V with the def2-TZVPD basis set.

Lowest unoccupied orbital energy in eV: -16.323
HOMO level in eV: -19.08
Orbital gap in eV: 2.76
Net charge: +3
ΔE to the lowest compared entry with this formula, charge and spin in kcal/mol: 17.6

The geometry in XYZ format:
```
42
Properties=species:S:1:pos:R:3:forces:R:3:mulliken_charge:R:1
Tl -3.0252 24.6831 -20.3528 -0.51 0.40 0.06 1.04
C 2.1669 24.2629 -15.5970 0.89 1.03 1.51 -0.71
O 1.2024 24.2077 -16.6036 -0.90 -1.30 -0.95 -0.20
C 0.6353 22.9055 -16.7903 0.80 0.73 1.19 -0.49
C -0.6792 22.9672 -17.5799 -0.96 0.45 -2.34 -0.72
N -0.5033 23.6822 -18.9188 1.78 -1.16 2.71 -0.03
C 0.3995 23.0452 -19.8768 -1.83 1.09 -2.18 -0.62
C 0.7781 24.1010 -20.9728 0.64 -1.36 0.75 -0.75
O -0.3480 24.5708 -21.6633 0.09 -0.23 0.44 -0.19
C 0.0562 25.5911 -22.5980 -0.76 0.42 -0.16 -0.80
H 2.5242 25.2773 -15.4200 -0.36 0.18 -0.64 0.30
H 3.0671 23.6612 -15.7229 -0.10 -0.54 -0.62 0.36
H 1.7724 23.9800 -14.6210 -0.49 -0.48 0.21 0.37
H 0.4365 22.4173 -15.8362 -0.15 0.22 0.34 0.52
H 1.3864 22.2473 -17.2269 0.04 -0.12 -1.00 0.41
H -1.4300 23.5110 -17.0067 0.12 0.10 0.10 0.32
H -1.0737 21.9795 -17.8185 0.30 -0.19 0.36 0.43
H -0.1222 24.5758 -18.6426 -0.20 1.10 -0.41 0.40
H -0.1265 22.1993 -20.3192 -0.14 -0.15 -0.16 0.39
H 1.2586 22.5674 -19.4058 0.48 0.25 0.51 0.39
H 1.4987 23.6533 -21.6572 0.00 -0.30 -0.18 0.46
H 1.3588 24.9003 -20.5123 -0.20 0.52 0.27 0.47
H -0.7996 25.8645 -23.2151 -0.08 -0.19 0.15 0.27
H 0.8436 25.2781 -23.2837 0.21 -0.10 0.34 0.34
H 0.3102 26.4462 -21.9716 0.47 0.24 -0.33 0.38
C -7.7270 27.0683 -20.4403 -0.84 0.03 -0.30 -1.55
C -6.1978 26.9496 -20.2607 0.25 0.05 0.47 0.42
C -5.8902 26.6686 -18.8252 1.07 -0.66 1.78 -0.91
O -4.4857 26.3501 -18.5773 -0.47 0.02 -0.89 -0.16
C -4.0994 26.7151 -17.2632 0.57 0.39 0.64 -0.81
N -5.6463 25.9306 -21.1924 -0.97 1.44 0.59 -0.42
H -8.3557 26.3177 -19.9612 0.59 -0.46 0.40 0.45
H -8.0673 27.0079 -21.4740 0.49 0.20 -0.28 0.44
H -8.1549 28.0004 -20.0713 0.51 0.35 0.13 0.42
H -5.6699 27.9020 -20.3076 -0.03 0.08 -1.36 0.29
H -6.4324 25.8132 -18.4221 -0.39 0.01 0.02 0.42
H -6.0803 27.5956 -18.2843 -0.44 -0.24 0.23 0.42
H -3.0209 26.6570 -17.1165 0.06 -0.55 -0.41 0.24
H -4.6093 26.0535 -16.5629 -0.05 0.10 0.23 0.39
H -4.2839 27.7620 -17.0221 -0.59 0.05 -0.15 0.35
H -6.4459 25.3284 -21.3266 0.09 -1.21 -0.04 0.31
H -5.6685 26.4745 -22.0432 1.02 -0.21 -1.00 0.33
```
Forces are in eV/Å.

---

Entry 5:
Here is C8H9NS in the gas phase from the OMol25 dataset. Energies are from ωB97M-V with the def2-TZVPD basis set.

SMILES: C=C=C1C=CC=C[C@H]1SN
Lowest unoccupied orbital energy in eV: 0.097
HOMO level in eV: -7.82
Orbital gap in eV: 7.92
Net charge: 0
ΔE to the lowest compared entry with this formula, charge and spin in kcal/mol: 61.0

The geometry in XYZ format:
```
19
Properties=species:S:1:pos:R:3:forces:R:3:mulliken_charge:R:1
C 1.6081 -2.3685 0.5917 0.61 1.19 1.24 -1.02
C 0.8539 -1.3159 0.5851 -0.29 -0.22 -0.98 -0.28
C -0.0307 -0.3873 0.3484 -2.18 0.81 0.59 0.81
C -1.0579 -0.1409 1.3432 0.49 -2.19 1.48 -0.50
C -1.9797 0.8270 1.2718 0.77 -2.28 3.44 -0.60
C -1.9852 1.8291 0.3348 2.33 -1.61 -3.42 -0.31
C -1.2468 1.6468 -0.7741 0.21 0.51 0.23 -0.73
C -0.2598 0.4881 -0.8263 2.14 1.54 -1.86 0.31
S 1.5127 1.3542 -0.9637 -1.39 -0.80 -0.91 0.02
N 2.2424 -0.0569 -1.5021 1.30 -0.04 1.53 -0.60
H 2.5750 -2.3200 1.0491 0.58 -0.09 0.17 0.32
H 1.3017 -3.2852 0.2209 -0.70 -1.72 -0.69 0.28
H -0.9812 -0.9468 2.1461 -0.75 1.57 -0.65 0.26
H -2.5663 0.8670 2.1618 -0.89 0.25 0.25 0.33
H -2.5922 2.6134 0.3866 -2.43 3.21 0.46 0.55
H -1.2458 2.4897 -1.5246 0.32 -1.49 0.51 0.31
H -0.2837 -0.1309 -1.7556 -0.14 0.84 0.46 0.24
H 2.2482 -0.7542 -0.7253 0.19 0.71 -1.49 0.31
H 1.8874 -0.4090 -2.3680 -0.18 -0.18 -0.35 0.30
```
Forces are in eV/Å.

---

| no. | largest force on an atom (Eh/bohr) |
| --- | --- |
| 1 | 0.0582 |
| 2 | 0.2302 |
| 3 | 0.0121 |
| 4 | 0.0669 |
| 5 | 0.0862 |